# 1
Computed, not measured: a 6-piece molecular cluster, C18H52N4O6 overall in a non-equilibrium geometry, with wB97M-V/def2-TZVPD.

Cartesian coordinates (Å):
1 C -1.287 -0.450 2.951
2 O -2.134 -1.503 2.669
3 C -1.858 -2.105 1.387
4 C -2.319 -3.572 1.387
5 C -3.841 -3.801 1.603
6 N -1.567 -4.309 2.371
7 H -1.459 0.300 2.178
8 H -0.265 -0.829 2.974
9 H -1.398 -0.089 3.973
10 H -2.328 -1.570 0.562
11 H -0.835 -2.183 1.020
12 H -1.996 -3.966 0.423
13 H -4.323 -3.348 2.470
14 H -4.085 -4.863 1.575
15 H -4.410 -3.340 0.796
16 H -0.572 -4.152 2.293
17 H -1.908 -3.906 3.233
18 C -3.847 2.965 -1.488
19 O -4.343 1.669 -1.892
20 C -3.611 1.005 -2.944
21 C -4.052 -0.473 -3.105
22 C -3.738 -1.389 -1.940
23 N -3.492 -1.049 -4.311
24 H -3.481 3.576 -2.313
25 H -2.989 2.810 -0.834
26 H -4.620 3.561 -1.001
27 H -3.778 1.577 -3.856
28 H -2.556 1.022 -2.673
29 H -5.132 -0.531 -3.240
30 H -4.117 -2.377 -2.200
31 H -4.066 -0.996 -0.978
32 H -2.648 -1.419 -1.930
33 H -2.484 -0.988 -4.338
34 H -3.718 -0.494 -5.124
35 C 4.176 5.175 2.917
36 O 2.906 4.628 3.319
37 C 2.169 4.025 2.235
38 C 0.857 3.454 2.904
39 C 1.177 2.281 3.904
40 N 0.097 2.846 1.842
41 H 4.730 5.655 3.724
42 H 3.824 5.978 2.269
43 H 4.814 4.398 2.497
44 H 1.976 4.764 1.458
45 H 2.842 3.336 1.724
46 H 0.254 4.286 3.267
47 H 2.134 1.795 3.716
48 H 0.333 1.595 3.981
49 H 1.142 2.804 4.860
50 H -0.749 2.512 2.280
51 H -0.212 3.579 1.220
52 C 5.030 -5.077 -2.273
53 O 3.729 -4.552 -2.034
54 C 3.645 -3.782 -0.832
55 C 2.346 -2.998 -0.795
56 C 2.103 -2.045 -1.942
57 N 2.269 -2.192 0.404
58 H 5.822 -4.336 -2.375
59 H 5.046 -5.692 -3.173
60 H 5.343 -5.793 -1.513
61 H 3.780 -4.343 0.092
62 H 4.465 -3.078 -0.690
63 H 1.480 -3.661 -0.774
64 H 2.798 -1.205 -1.940
65 H 1.116 -1.591 -2.039
66 H 2.292 -2.506 -2.911
67 H 3.110 -1.633 0.447
68 H 1.505 -1.542 0.285
69 C -0.075 0.734 -0.905
70 O 0.470 0.498 0.390
71 H -0.722 1.602 -0.783
72 H 0.789 0.862 -1.556
73 H -0.639 -0.131 -1.252
74 H 0.487 1.311 0.900
75 C 1.592 3.972 -1.788
76 O 2.093 4.230 -3.079
77 H 1.267 4.855 -1.238
78 H 0.855 3.173 -1.876
79 H 2.300 3.564 -1.067
80 H 2.495 3.464 -3.495

Atoms 1-6, force components in eV/Å:
0.8270 0.0155 0.1346
-0.3297 -1.5860 -0.9289
-1.1185 -0.5334 -0.2908
-0.3974 0.4684 0.0480
0.0963 0.2548 -0.8443
-0.6577 -0.5263 0.6458

Properties
Total energy ... -37749.9365 eV
E_LUMO ... 0.012 Eh
ΔE to the lowest compared entry with this formula, charge and spin ... 2.419 eV
Orbital gap ... 9.19 eV
Net charge ... 0

Atom charges from the Löwdin analysis, given in e for atoms 1 to 6:
1. C -0.14
2. O -0.17
3. C -0.19
4. C -0.43
5. C -0.05
6. N 0.04


# 2
Computed, not measured: a 6-piece molecular cluster, C18H52N4O6 overall in a non-equilibrium geometry, with wB97M-V/def2-TZVPD.

Cartesian coordinates (Å):
1 C 3.352 3.584 -2.101
2 O 4.255 3.914 -1.055
3 C 5.459 4.515 -1.468
4 C 6.428 3.424 -2.114
5 C 7.886 3.580 -1.735
6 N 6.346 3.502 -3.566
7 H 2.490 3.116 -1.626
8 H 3.830 2.771 -2.647
9 H 3.164 4.389 -2.811
10 H 5.293 5.358 -2.138
11 H 5.937 4.916 -0.575
12 H 6.149 2.425 -1.780
13 H 8.321 4.540 -2.011
14 H 8.483 2.786 -2.184
15 H 8.053 3.440 -0.667
16 H 5.490 3.230 -4.027
17 H 7.093 2.921 -3.919
18 C -5.122 -5.398 -3.997
19 O -5.002 -5.014 -2.669
20 C -4.690 -6.140 -1.850
21 C -4.058 -5.758 -0.488
22 C -2.781 -4.883 -0.455
23 N -3.775 -6.991 0.221
24 H -5.730 -4.694 -4.566
25 H -5.564 -6.385 -4.129
26 H -4.101 -5.490 -4.367
27 H -5.586 -6.685 -1.554
28 H -3.986 -6.750 -2.417
29 H -4.741 -5.106 0.055
30 H -2.971 -3.814 -0.359
31 H -2.221 -5.040 -1.376
32 H -2.105 -4.976 0.395
33 H -4.411 -7.724 -0.060
34 H -4.025 -6.743 1.168
35 C -4.499 2.803 -4.453
36 O -4.169 4.024 -3.699
37 C -3.859 3.901 -2.343
38 C -5.123 3.502 -1.530
39 C -6.344 4.454 -1.846
40 N -4.838 3.563 -0.113
41 H -5.032 3.086 -5.361
42 H -5.137 2.135 -3.874
43 H -3.610 2.284 -4.811
44 H -3.042 3.215 -2.120
45 H -3.285 4.761 -1.998
46 H -5.304 2.468 -1.822
47 H -6.018 5.490 -1.950
48 H -7.165 4.247 -1.160
49 H -6.813 4.060 -2.747
50 H -5.603 3.315 0.498
51 H -4.030 2.976 0.038
52 C -1.144 -1.961 4.559
53 O -0.162 -2.526 3.723
54 C 1.153 -2.500 4.242
55 C 2.203 -2.935 3.120
56 C 3.578 -3.236 3.698
57 N 2.280 -2.022 2.014
58 H -1.132 -2.344 5.580
59 H -2.082 -2.357 4.170
60 H -1.052 -0.879 4.466
61 H 1.440 -1.512 4.602
62 H 1.290 -3.140 5.113
63 H 1.781 -3.915 2.898
64 H 3.590 -4.021 4.454
65 H 3.984 -2.406 4.276
66 H 4.211 -3.485 2.847
67 H 2.870 -2.475 1.331
68 H 2.750 -1.192 2.346
69 C 4.330 1.614 4.812
70 C 3.365 1.981 3.688
71 O 4.001 1.610 2.467
72 H 4.908 0.697 4.697
73 H 3.730 1.539 5.719
74 H 5.099 2.381 4.909
75 H 3.244 3.062 3.761
76 H 2.387 1.511 3.590
77 H 4.105 2.457 2.027
78 O -1.575 0.613 0.916
79 H -0.621 0.626 0.996
80 H -1.822 -0.284 1.141

Atoms 1-6, force components in eV/Å:
1.1744 -1.1447 0.3452
-0.6873 0.7676 0.3646
1.0782 -1.5029 -0.0597
-0.8506 1.0019 -0.1058
0.3715 0.0671 0.4630
0.8031 0.2292 -0.5095

Properties
Total energy ... -37749.8455 eV
E_LUMO ... 0.019 Eh
ΔE to the lowest compared entry with this formula, charge and spin ... 2.510 eV
Orbital gap ... 9.27 eV
Net charge ... 0

Atom charges from the Löwdin analysis, given in e for atoms 1 to 6:
1. C -0.10
2. O -0.21
3. C -0.18
4. C -0.42
5. C -0.08
6. N 0.02


# 3
Computed, not measured: a 8-piece molecular cluster, C18H52N6O8 overall in a non-equilibrium geometry, with wB97M-V/def2-TZVPD.

Cartesian coordinates (Å):
1 C 7.376 18.903 -8.884
2 O 8.157 17.973 -8.805
3 N 6.186 18.723 -9.323
4 N 7.642 20.146 -8.496
5 H 5.985 17.786 -9.642
6 H 5.579 19.520 -9.453
7 H 6.980 20.888 -8.670
8 H 8.598 20.384 -8.272
9 C 3.771 18.141 -6.055
10 O 2.751 18.325 -6.702
11 N 4.966 18.241 -6.452
12 N 3.692 17.768 -4.863
13 H 5.234 18.588 -7.362
14 H 5.667 17.865 -5.830
15 H 2.732 17.575 -4.611
16 H 4.537 17.573 -4.346
17 C 7.232 12.011 -5.267
18 O 6.384 12.127 -6.158
19 N 7.106 11.827 -4.020
20 N 8.466 12.259 -5.538
21 H 7.940 11.814 -3.450
22 H 6.180 11.645 -3.661
23 H 8.560 12.233 -6.543
24 H 9.191 11.978 -4.894
25 C 6.986 14.627 -8.939
26 C 6.192 13.444 -9.526
27 C 6.330 13.288 -10.994
28 O 6.521 12.312 -8.840
29 H 6.866 14.664 -7.857
30 H 6.563 15.532 -9.375
31 H 8.029 14.671 -9.255
32 H 5.135 13.504 -9.263
33 H 7.365 13.556 -11.203
34 H 5.750 13.950 -11.637
35 H 6.182 12.254 -11.306
36 H 6.473 12.624 -7.933
37 C 8.157 16.113 -5.668
38 C 7.327 15.796 -4.415
39 C 8.158 15.189 -3.278
40 O 6.690 17.027 -4.071
41 H 7.681 16.546 -6.547
42 H 8.648 15.225 -6.066
43 H 8.987 16.800 -5.503
44 H 6.437 15.270 -4.759
45 H 8.517 14.212 -3.599
46 H 7.533 14.997 -2.406
47 H 8.950 15.893 -3.020
48 H 7.325 17.595 -3.630
49 C 11.650 14.034 -5.036
50 C 12.035 15.248 -4.268
51 C 11.944 15.100 -2.731
52 O 13.380 15.556 -4.503
53 H 10.602 13.764 -4.905
54 H 12.093 13.118 -4.646
55 H 11.943 13.990 -6.085
56 H 11.334 16.026 -4.568
57 H 12.209 15.949 -2.102
58 H 12.595 14.297 -2.385
59 H 10.942 14.881 -2.363
60 H 13.593 16.121 -3.758
61 C 2.631 13.959 -1.834
62 C 2.678 13.669 -3.343
63 C 4.051 14.137 -3.905
64 O 2.647 12.250 -3.559
65 H 3.368 13.466 -1.199
66 H 1.714 13.615 -1.355
67 H 2.777 15.036 -1.762
68 H 1.817 14.034 -3.903
69 H 4.305 15.191 -3.798
70 H 4.218 13.880 -4.951
71 H 4.816 13.599 -3.344
72 H 3.397 11.896 -3.075
73 C 9.966 19.606 -3.366
74 C 8.479 19.878 -3.269
75 C 7.791 19.893 -4.650
76 O 7.932 18.814 -2.525
77 H 10.335 18.628 -3.675
78 H 10.476 19.960 -2.470
79 H 10.414 20.307 -4.069
80 H 8.275 20.787 -2.703
81 H 8.077 18.997 -5.200
82 H 8.121 20.736 -5.258
83 H 6.725 19.986 -4.444
84 H 8.446 18.810 -1.714

Atoms 1-6, force components in eV/Å:
2.9494 -0.2907 0.9125
1.1637 -0.9550 0.2837
-4.3627 -0.5435 -1.6247
0.8149 1.9217 0.6565
-0.4294 0.5744 -0.0968
-0.3355 -0.6206 -0.3288

Properties
Total energy ... -44821.0539 eV
E_LUMO (spin up / spin down) ... -0.085 / -0.312 Eh
Orbital gap (spin up / spin down) ... 8.74 / 2.56 eV
Net charge ... +1
Spin multiplicity ... 2

Atom charges from the Löwdin analysis, given in e for atoms 1 to 6:
1. C -0.79
2. O 0.02
3. N 0.16
4. N 0.18
5. H 0.12
6. H 0.13